137
Properties=species:S:1:pos:R:3:forces:R:3:lowdin_charge:R:1 method="wB97M-V/def2-TZVPD" homo_lumo_gap_ev=5.5 lumo_ev=-7.46 homo_energy_ev=-13.0 total_charge=+5
C -27.758620 -6.735200 -8.386430 -0.6 -0.3 0.4 -0.1085
C -26.431990 -5.991260 -8.194910 0.1 0.1 -0.9 -0.2138
C -25.914760 -5.378070 -9.532080 0.1 -0.7 0.1 -0.1904
C -26.930120 -4.623540 -10.355190 0.4 1.1 -1.5 -0.0916
N -26.402520 -4.274950 -11.809150 -0.5 0.9 -0.9 -0.2153
C -27.315660 -3.226910 -12.555640 -0.4 -1.4 0.2 -0.0819
C -26.498010 -2.632240 -13.688950 -1.8 -0.4 -0.6 -0.1822
C -25.086340 -2.792390 -13.333690 1.7 0.6 1.5 -0.1655
C -25.121900 -3.385500 -11.908310 0.4 -1.9 -0.2 -0.0625
C -26.420440 -5.562810 -12.629220 0.6 0.4 0.0 0.0198
H -28.625050 -6.075270 -8.429900 0.0 0.1 0.0 0.0778
H -27.999150 -7.492180 -7.639950 0.3 0.5 0.7 0.0763
H -27.831260 -7.396210 -9.250080 0.6 0.4 -0.7 0.0706
H -25.678310 -6.692940 -7.837560 0.1 0.0 -0.1 0.1075
H -26.416620 -5.176350 -7.471170 -0.7 -0.2 0.2 0.1116
H -25.566690 -6.221240 -10.128740 0.2 0.0 -0.1 0.1060
H -25.067810 -4.723820 -9.325350 0.1 -0.1 0.0 0.1151
H -27.158660 -3.636030 -9.954330 -0.2 -0.1 0.3 0.1350
H -27.843920 -5.168750 -10.591440 0.0 0.0 0.4 0.1216
H -28.162880 -3.781820 -12.958640 -0.3 0.3 0.5 0.1346
H -27.578610 -2.433150 -11.856430 -0.2 -0.5 0.2 0.1371
H -26.693370 -3.162660 -14.620930 -0.4 0.5 -0.1 0.1254
H -26.785100 -1.581050 -13.715200 -0.1 -0.2 -0.6 0.1347
H -24.452390 -3.348790 -14.024080 -0.3 -0.2 0.1 0.1263
H -24.682750 -1.779980 -13.318140 0.6 -0.2 0.3 0.1272
H -24.290000 -4.070260 -11.743570 0.2 0.4 0.5 0.1337
H -25.270870 -2.632530 -11.134400 0.3 -0.1 0.0 0.1389
H -25.697920 -6.325490 -12.338720 0.2 0.5 0.6 0.0996
H -26.157230 -5.359770 -13.667290 -0.4 0.3 0.0 0.1052
H -27.397240 -6.033040 -12.515880 -0.1 0.4 -0.2 0.1076
C -10.566240 -17.501690 -17.059550 -0.3 -0.6 0.1 -0.0899
C -10.938900 -17.188370 -15.614430 0.4 0.6 0.8 -0.2603
C -10.607270 -15.745660 -15.201910 -0.7 0.5 0.4 -0.1863
C -11.220630 -15.440030 -13.793930 -0.6 1.4 -1.3 -0.0713
N -11.217110 -13.922570 -13.375460 1.3 0.2 -0.3 -0.2322
C -11.985740 -13.672580 -12.061460 0.2 -0.4 -0.4 -0.0774
C -12.390500 -12.199360 -12.089520 -0.5 0.4 0.6 -0.1492
C -12.359520 -11.771280 -13.531950 2.1 1.0 -1.5 -0.1662
C -11.896380 -12.978320 -14.372620 -1.7 0.0 0.4 -0.0988
C -9.757470 -13.517970 -13.154660 0.1 0.4 -0.2 0.0277
H -9.514110 -17.353080 -17.302510 0.0 -0.1 0.2 0.0836
H -11.145070 -16.948450 -17.799140 -0.1 0.3 0.2 0.0766
H -10.835810 -18.544680 -17.225700 0.3 -0.1 -0.2 0.0814
H -10.427830 -17.791120 -14.863700 0.3 -0.6 -0.4 0.1148
H -11.991760 -17.395690 -15.423170 -0.2 0.1 -0.2 0.1099
H -11.057910 -15.112220 -15.965970 -0.2 0.4 0.2 0.1069
H -9.536100 -15.550260 -15.252010 0.1 -0.2 0.2 0.1170
H -10.766910 -16.018940 -12.989490 -0.1 0.2 0.0 0.1408
H -12.299600 -15.568240 -13.880280 0.0 -0.7 0.2 0.1230
H -11.361270 -13.963520 -11.216780 0.1 0.1 -0.2 0.1368
H -12.824480 -14.368490 -12.079330 -0.1 0.2 -0.1 0.1309
H -11.788570 -11.546220 -11.457720 0.4 -0.3 -0.1 0.1225
H -13.396760 -12.010950 -11.715270 -0.1 -0.6 0.2 0.1206
H -11.573900 -11.053850 -13.768990 0.0 0.5 0.8 0.1121
H -13.251880 -11.267530 -13.903480 -0.2 -0.6 0.0 0.1244
H -11.327000 -12.739270 -15.270820 0.5 -0.2 0.5 0.1363
H -12.872460 -13.309570 -14.727080 0.4 -1.5 0.0 0.1335
H -9.330570 -14.208010 -12.426860 0.0 0.1 -0.1 0.1148
H -9.619330 -12.488960 -12.822760 -0.7 0.0 0.5 0.1107
H -9.152440 -13.496170 -14.061050 -0.5 -0.7 -0.3 0.1072
C -29.325180 -12.438690 -12.443630 -0.3 -0.9 -0.8 -0.0523
C -29.079230 -13.385220 -13.646950 1.3 -0.4 0.5 -0.1260
N -27.881280 -12.922280 -14.453670 3.3 1.0 -0.9 -0.0261
C -27.894250 -12.145570 -15.628540 0.3 0.3 0.6 0.0016
C -26.614520 -11.760240 -16.002630 -1.6 -1.6 1.9 0.0189
N -25.769560 -12.339640 -15.037760 -2.6 -0.2 -0.5 -0.1080
C -26.524740 -13.051090 -14.143670 -1.0 1.1 -1.5 0.0311
C -24.334420 -12.334050 -15.165680 0.9 -1.1 0.4 0.0007
H -29.661370 -11.500420 -12.884920 0.3 0.3 0.8 0.0825
H -28.467360 -12.462010 -11.771540 0.5 0.8 -0.6 0.0753
H -30.048540 -12.820810 -11.723340 -0.7 -0.2 -0.7 0.0877
H -29.872840 -13.537840 -14.378380 -0.1 0.3 0.3 0.1320
H -28.769260 -14.363720 -13.280120 -0.2 -0.1 -0.1 0.1230
H -28.833920 -11.848060 -16.070030 0.1 -0.2 0.0 0.1374
H -26.320150 -11.193610 -16.873640 0.3 -0.1 0.3 0.1377
H -26.038440 -13.655910 -13.392600 -0.5 0.0 0.2 0.1629
H -24.009890 -13.360340 -15.337430 0.0 -0.1 -0.1 0.1062
H -23.861400 -12.031440 -14.231450 0.0 0.4 -0.3 0.1066
H -24.012870 -11.775270 -16.044580 -0.2 0.3 0.4 0.1086
C -19.621910 -11.680670 -5.573670 1.1 -2.1 -1.2 -0.0265
C -18.296150 -12.357570 -6.235150 -1.4 1.2 0.4 -0.1076
N -18.630320 -13.535320 -7.085360 -1.2 -2.9 -1.1 -0.0258
C -19.383670 -13.647950 -8.270920 -1.7 0.6 -0.1 0.0097
C -19.762870 -14.968610 -8.554950 1.4 2.8 1.8 0.0191
N -19.108480 -15.672490 -7.579300 0.0 1.5 1.0 -0.1235
C -18.522220 -14.828630 -6.707950 0.5 -0.3 0.0 -0.0030
C -19.321280 -17.066970 -7.372720 0.3 -1.2 0.7 0.0112
H -20.263020 -11.285200 -6.361500 0.2 0.5 0.2 0.0673
H -19.388190 -10.997590 -4.757040 0.1 0.1 -0.4 0.0819
H -20.172010 -12.536630 -5.182740 -0.1 0.1 0.4 0.0694
H -17.641520 -12.696280 -5.432130 0.0 -0.1 -0.2 0.1212
H -17.768360 -11.634580 -6.857110 0.0 -0.2 0.0 0.1209
H -19.858190 -12.754740 -8.649630 0.4 0.0 -0.3 0.1312
H -20.613910 -15.398330 -9.062370 0.5 0.2 -0.6 0.1429
H -18.037250 -15.202040 -5.818140 0.1 0.2 0.0 0.1717
H -19.032740 -17.329700 -6.354970 -0.1 0.0 0.0 0.1103
H -18.682380 -17.658450 -8.028500 -0.4 0.0 -0.2 0.1150
H -20.389880 -17.247560 -7.489290 0.2 -0.4 -0.1 0.1145
C -16.816450 -0.286600 -10.306410 0.3 0.8 0.6 -0.0430
C -17.902270 -1.104750 -9.609400 -1.0 0.4 -3.5 -0.2205
N -17.551930 -1.599840 -8.373320 1.8 -0.8 5.5 -0.0812
C -16.710500 -2.672930 -8.144800 0.2 0.1 2.8 0.0386
C -16.495570 -2.751370 -6.732860 -0.6 -0.2 -2.3 0.0180
N -17.186990 -1.728070 -6.147880 -1.8 1.6 -2.1 -0.0875
C -17.787280 -1.008050 -7.147500 0.3 -1.6 -1.2 0.0367
C -17.421780 -1.354340 -4.729620 1.3 -1.0 0.1 0.0381
H -16.331400 0.402460 -9.615020 -0.3 0.2 0.3 0.0835
H -17.269170 0.334870 -11.079020 0.2 -0.3 -0.2 0.0882
H -15.957080 -0.848660 -10.672030 -0.4 -0.4 -0.3 0.0835
H -18.148500 -1.955880 -10.244260 0.1 -0.2 0.0 0.1387
H -18.869280 -0.603100 -9.572740 0.2 0.5 0.4 0.1377
H -16.329590 -3.309310 -8.929870 -0.1 0.1 0.1 0.1410
H -16.018500 -3.513870 -6.135030 0.2 0.2 -0.2 0.1351
H -18.477870 -0.180270 -7.082060 0.2 0.0 0.5 0.1697
H -17.044620 -2.166910 -4.108650 -0.1 -0.1 -0.1 0.1010
H -18.479790 -1.250830 -4.488780 0.2 0.4 -0.4 0.1099
H -16.747100 -0.522840 -4.525890 -0.7 0.3 0.2 0.1124
C -13.559880 -7.638680 -22.993070 2.5 0.2 -0.9 -0.0795
C -14.207910 -8.543040 -22.001920 -0.8 0.8 -0.5 -0.1548
N -14.565040 -7.642130 -20.879130 -2.3 1.8 3.2 -0.0387
C -13.750450 -7.218990 -19.792560 -1.8 0.4 0.0 0.0247
C -14.520750 -6.362970 -19.004910 1.1 -0.3 -0.4 -0.0221
N -15.781660 -6.214860 -19.515500 1.6 -2.6 -3.8 -0.0808
C -15.763710 -6.999240 -20.687040 0.4 0.3 1.2 0.0462
C -16.832840 -5.354110 -19.012700 -0.1 1.1 1.1 0.0046
H -13.013960 -8.201930 -23.749920 -0.5 -0.2 -0.4 0.0957
H -12.718350 -7.090830 -22.569080 -0.1 0.2 0.4 0.0844
H -14.196520 -6.891200 -23.466420 -0.3 -0.4 0.1 0.0964
H -13.673970 -9.421210 -21.638850 0.3 0.4 0.0 0.1374
H -15.085810 -8.903490 -22.538070 -0.5 -0.1 0.8 0.1306
H -12.753940 -7.595320 -19.614420 -0.1 0.1 -0.2 0.1343
H -14.238600 -5.740820 -18.168420 0.2 -0.4 0.1 0.1379
H -16.622380 -7.057250 -21.339500 0.1 -0.2 0.0 0.1631
H -16.373050 -4.588220 -18.388120 0.4 -0.1 0.0 0.1008
H -17.491790 -5.853710 -18.302570 -0.2 -0.4 -0.5 0.1085
H -17.358090 -4.744230 -19.747730 0.0 -0.7 -0.4 0.1112
Cl -19.455250 -7.534780 -12.345800 -0.1 0.0 0.0 -0.9996